No. 1
Here is a 4-piece molecular cluster, C33H63FNO17P3 overall in a non-equilibrium geometry from the Open Molecules 2025 dataset. Energies are from ωB97M-V/def2-TZVPD.

The geometry in XYZ format:
```
118
Properties=species:S:1:pos:R:3
C 7.381 4.652 -1.388
C 5.875 4.063 -1.463
O 5.252 3.852 -2.740
C 5.845 4.498 -3.894
C 5.570 6.099 -4.080
O 5.510 6.902 -2.861
C 4.154 6.951 -2.278
C 3.094 7.914 -3.076
O 2.101 7.188 -3.893
C 0.741 7.722 -3.715
C -0.035 6.683 -2.683
C -0.612 7.109 -1.187
F -0.454 8.510 -0.709
C -1.364 5.962 -0.236
C -1.542 4.375 -0.719
C -0.965 4.001 -2.210
C -0.253 5.129 -3.163
C 0.119 4.331 -4.545
O 0.630 4.855 -5.662
N -0.250 2.849 -4.426
C -0.927 2.599 -3.062
O -1.368 1.395 -2.684
H 8.132 3.751 -1.611
H 7.595 4.938 -0.249
H 7.614 5.594 -2.041
H 5.177 4.794 -0.828
H 5.853 3.036 -0.855
H 6.998 4.253 -4.086
H 5.313 3.994 -4.842
H 6.466 6.532 -4.739
H 4.599 6.266 -4.752
H 3.687 5.869 -2.093
H 4.278 7.413 -1.185
H 2.578 8.608 -2.255
H 3.715 8.607 -3.822
H 0.225 7.729 -4.791
H 0.691 8.825 -3.326
H -1.773 6.303 0.819
H -2.063 3.554 -0.064
H 0.660 2.321 -4.553
C 6.569 0.742 3.439
C 7.982 1.083 3.004
O 8.535 0.073 2.179
P 7.878 -0.155 0.681
O 8.517 1.129 0.100
O 9.052 -1.135 0.022
C 9.511 -0.860 -1.297
C 10.866 -0.176 -1.235
O 7.163 -1.591 1.331
C 7.890 -2.741 1.762
C 8.607 -2.573 3.092
H 5.894 0.708 2.576
H 6.192 1.488 4.142
H 6.532 -0.239 3.917
H 8.004 2.045 2.484
H 8.625 1.169 3.886
H 8.782 -0.255 -1.850
H 9.601 -1.813 -1.827
H 10.881 0.652 -0.519
H 11.152 0.209 -2.219
H 11.631 -0.889 -0.907
H 8.571 -3.106 0.990
H 7.140 -3.527 1.889
H 9.506 -1.959 2.986
H 8.928 -3.548 3.474
H 7.959 -2.106 3.838
C -5.733 1.011 3.014
C -4.317 0.738 3.487
O -3.717 -0.318 2.760
P -3.386 -0.073 1.161
O -2.179 0.852 1.453
O -2.410 -1.394 0.886
C -1.201 -1.212 0.156
C -0.021 -1.206 1.113
O -4.734 -1.107 0.834
C -4.791 -2.498 1.148
C -4.996 -2.805 2.622
H -5.736 1.369 1.978
H -6.210 1.768 3.641
H -6.338 0.102 3.042
H -3.705 1.642 3.411
H -4.335 0.439 4.539
H -1.236 -0.293 -0.441
H -1.103 -2.045 -0.547
H -0.189 -0.551 1.974
H 0.892 -0.885 0.602
H 0.143 -2.213 1.513
H -3.933 -3.042 0.746
H -5.662 -2.882 0.607
H -4.077 -2.643 3.194
H -5.274 -3.856 2.755
H -5.783 -2.182 3.053
C -11.508 -4.992 1.961
C -10.092 -5.265 2.433
O -9.492 -6.321 1.707
P -9.161 -6.077 0.107
O -7.954 -5.152 0.400
O -8.185 -7.398 -0.168
C -6.976 -7.215 -0.897
C -5.796 -7.209 0.060
O -10.509 -7.110 -0.219
C -10.566 -8.501 0.094
C -10.771 -8.809 1.568
H -11.511 -4.634 0.925
H -11.985 -4.235 2.588
H -12.113 -5.901 1.989
H -9.480 -4.362 2.358
H -10.110 -5.565 3.486
H -7.011 -6.297 -1.495
H -6.878 -8.049 -1.600
H -5.964 -6.554 0.921
H -4.884 -6.888 -0.451
H -5.632 -8.217 0.459
H -9.708 -9.045 -0.307
H -11.437 -8.885 -0.446
H -9.852 -8.646 2.141
H -11.049 -9.860 1.701
H -11.558 -8.186 2.000
```

largest force on an atom	9.8	eV/Å
HOMO energy	-9.29	eV
structure (SMILES)	CCOCCOCCOCc1c(F)ccc2c1C(=O)NC2=O.CCOP(=O)(OCC)OCC.CCOP(=O)(OCC)OCC.CCOP(=O)(OCC)OCC
total charge	0
LUMO level	-2.26	eV
spin multiplicity	1

=====

No. 2
Here is a 11-piece molecular cluster, C36H58N4O19S overall in a non-equilibrium geometry from the Open Molecules 2025 dataset. Energies are from ωB97M-V/def2-TZVPD.

The geometry in XYZ format:
```
118
Properties=species:S:1:pos:R:3
C -13.176 -21.268 23.521
C -13.899 -21.727 24.812
O -13.741 -20.652 25.714
C -13.407 -19.561 25.045
O -13.308 -18.468 25.532
O -13.058 -19.835 23.774
H -13.774 -21.359 22.623
H -12.170 -21.681 23.549
H -13.726 -22.739 25.182
H -14.987 -21.839 24.688
C -21.968 -18.563 18.795
C -20.842 -18.171 19.718
O -21.438 -17.197 20.603
C -22.757 -17.146 20.356
O -23.560 -16.535 20.975
O -23.132 -18.143 19.483
H -22.015 -19.621 18.535
H -21.970 -18.009 17.846
H -20.050 -17.676 19.160
H -20.591 -19.005 20.375
C -19.533 -17.429 23.763
C -20.428 -18.633 23.555
O -21.625 -18.279 24.204
C -21.679 -16.944 24.310
O -22.645 -16.353 24.668
O -20.459 -16.384 24.072
H -18.943 -17.248 22.867
H -18.861 -17.607 24.606
H -20.035 -19.568 23.944
H -20.571 -18.826 22.489
C -10.191 -25.236 21.095
C -10.304 -24.233 22.231
O -11.076 -23.232 21.603
C -11.868 -23.784 20.681
O -12.898 -23.415 20.208
O -11.372 -25.021 20.360
H -10.028 -26.282 21.351
H -9.334 -24.977 20.458
H -9.305 -23.962 22.566
H -10.829 -24.629 23.105
C -18.339 -22.911 17.045
C -18.935 -23.189 15.659
O -20.323 -23.026 15.906
C -20.556 -23.240 17.235
O -21.598 -23.564 17.695
O -19.410 -23.046 17.955
H -18.036 -21.864 17.175
H -17.467 -23.537 17.221
H -18.623 -24.219 15.465
H -18.500 -22.528 14.917
C -16.151 -18.398 17.847
C -16.843 -18.109 19.183
O -17.680 -17.018 18.774
C -17.820 -16.961 17.426
O -18.585 -16.242 16.859
O -17.103 -17.954 16.887
H -16.001 -19.441 17.553
H -15.151 -17.965 17.765
H -16.127 -17.703 19.895
H -17.551 -18.835 19.592
C -15.180 -24.847 17.516
C -13.816 -24.884 16.830
C -13.828 -23.704 15.825
C -13.717 -22.375 16.382
N -13.617 -21.317 16.820
H -16.002 -25.132 16.851
H -15.425 -23.901 17.994
H -15.175 -25.694 18.208
H -13.694 -25.864 16.372
H -13.057 -24.817 17.610
H -14.773 -23.773 15.278
H -13.103 -23.866 15.023
C -16.901 -23.854 20.937
C -15.967 -22.845 21.696
C -16.326 -21.396 21.343
C -17.771 -21.120 21.424
N -18.874 -20.798 21.486
H -17.948 -23.560 20.888
H -16.860 -24.872 21.315
H -16.426 -23.769 19.956
H -14.936 -23.045 21.414
H -16.232 -23.094 22.726
H -15.958 -21.133 20.350
H -15.725 -20.794 22.024
C -20.956 -23.445 23.692
C -21.018 -23.067 25.140
C -19.944 -21.999 25.512
C -18.584 -22.449 25.285
N -17.525 -22.855 25.114
H -21.830 -24.035 23.410
H -20.053 -23.995 23.433
H -21.018 -22.551 23.064
H -20.655 -23.869 25.791
H -21.987 -22.690 25.457
H -19.902 -21.703 26.566
H -20.212 -21.086 24.983
C -10.382 -19.726 21.558
C -10.633 -19.882 20.078
C -11.836 -19.137 19.565
C -13.073 -19.227 20.353
N -14.077 -19.279 20.907
H -10.444 -18.697 21.927
H -9.354 -20.027 21.772
H -11.074 -20.237 22.226
H -10.694 -20.915 19.721
H -9.762 -19.488 19.548
H -12.108 -19.377 18.530
H -11.555 -18.093 19.378
C -18.234 -26.517 23.186
S -17.646 -27.791 22.070
O -16.560 -28.488 22.857
C -19.048 -29.000 22.035
H -19.050 -25.985 22.696
H -17.444 -25.827 23.478
H -18.515 -27.028 24.108
H -18.581 -29.867 21.579
H -19.864 -28.590 21.438
H -19.488 -29.199 23.012
```

largest force on an atom	2.7	eV/Å
HOMO energy	-9.16	eV
total charge	0
LUMO level	-0.11	eV
spin multiplicity	1

=====

No. 3
Here is a single C4H9NO2 molecule in a non-equilibrium geometry from the Open Molecules 2025 dataset. Energies are from ωB97M-V/def2-TZVPD.

The geometry in XYZ format:
```
16
Properties=species:S:1:pos:R:3
C 1.316 -1.531 -0.567
C 0.688 -0.305 -1.180
C -0.761 -0.179 -0.865
O -1.648 -0.704 -1.557
N -1.229 0.553 0.145
C -0.461 1.282 1.176
O -1.405 1.708 2.068
H 0.565 -2.350 -0.542
H 2.054 -2.192 -1.152
H 1.881 -1.295 0.420
H 0.777 -0.345 -2.265
H 1.387 0.576 -0.748
H -2.199 0.978 0.068
H 0.394 0.519 1.493
H 0.035 2.234 0.663
H -1.394 1.052 2.843
```

largest force on an atom	3.9	eV/Å
HOMO energy	-9.44	eV
structure (SMILES)	CCC(=O)NCO
total charge	0
energy relative to the best compared isomer or geometry (same formula, charge and spin)	2.3775	eV
LUMO level	0.55	eV
spin multiplicity	1

=====

No. 4
Here is a single C8H7N3 molecule in a non-equilibrium geometry from the Open Molecules 2025 dataset. Energies are from ωB97M-V/def2-TZVPD.

The geometry in XYZ format:
```
18
Properties=species:S:1:pos:R:3
N -2.821 0.510 -1.587
C -2.181 0.478 -0.623
C -1.218 0.522 0.372
C -1.080 -0.608 1.167
C 0.002 -1.360 1.488
C 1.187 -1.485 0.714
C 1.336 -0.742 -0.430
C 0.636 0.529 -0.642
N 0.484 0.932 -1.971
C 1.108 1.507 0.308
N 1.620 2.151 1.166
H -0.864 1.458 0.815
H -1.897 -0.807 1.872
H -0.108 -2.082 2.235
H 1.664 -2.391 0.890
H 2.232 -0.957 -1.126
H -0.198 0.398 -2.503
H 0.098 1.948 -2.146
```

largest force on an atom	4.8	eV/Å
HOMO energy	-9.20	eV
structure (SMILES)	N#C/C=C/C=C\C=C(\N)C#N
total charge	0
energy relative to the best compared isomer or geometry (same formula, charge and spin)	4.4003	eV
LUMO level	-0.57	eV
spin multiplicity	1